The following is a quantum chemistry calculation of a cluster of 10 separate species, C38H72F2O21 in total at a distorted geometry, from OMol25.

```
133
C38H72F2O21 | OMol25 | ωB97M-V/def2-TZVPD
O -2.38 -4.03 0.15
C -2.63 -3.91 -1.01
O -3.55 -3.11 -1.55
C -3.51 -3.22 -2.96
C -2.23 -3.97 -3.26
F -1.17 -3.14 -3.49
O -1.98 -4.55 -2.00
H -4.37 -3.80 -3.29
H -3.50 -2.27 -3.49
H -2.32 -4.75 -4.01
O -3.06 -2.67 6.46
C -2.65 -2.42 5.37
O -2.36 -1.18 4.95
C -2.10 -1.17 3.55
C -2.19 -2.65 3.17
F -0.97 -3.05 2.74
O -2.52 -3.32 4.38
H -2.91 -0.56 3.15
H -1.15 -0.70 3.30
H -2.90 -2.88 2.37
C 0.88 2.03 1.11
C 1.22 0.67 1.65
O 1.37 -0.29 0.58
C 0.35 -1.07 0.21
C 0.50 -1.56 -1.21
O -0.74 -1.15 0.72
H 1.75 2.41 0.58
H 0.65 2.69 1.94
H 0.00 2.00 0.47
H 2.18 0.77 2.16
H 0.49 0.31 2.37
H 1.06 -0.83 -1.80
H -0.48 -1.75 -1.63
H 1.09 -2.48 -1.32
C -3.80 4.06 2.63
C -2.39 3.52 2.43
O -2.01 2.57 3.42
C -1.50 2.97 4.59
C -1.57 1.87 5.62
O -1.20 4.09 4.92
H -4.51 3.25 2.45
H -4.08 4.89 1.98
H -3.91 4.48 3.63
H -2.33 3.10 1.42
H -1.70 4.36 2.42
H -2.43 1.27 5.34
H -1.84 2.35 6.56
H -0.61 1.36 5.67
C -0.73 5.43 0.13
C 0.07 5.77 -1.11
O 1.37 5.19 -1.00
C 2.42 5.91 -0.62
C 3.70 5.10 -0.54
O 2.33 7.06 -0.28
H -0.85 4.35 0.10
H -1.74 5.84 0.05
H -0.28 5.81 1.04
H -0.31 5.42 -2.07
H 0.18 6.85 -1.18
H 4.00 4.88 0.49
H 4.50 5.63 -1.05
H 3.57 4.10 -0.97
C -4.50 -0.83 1.08
C -5.56 -0.19 0.22
O -6.86 -0.75 0.35
C -7.63 -0.36 1.36
C -9.10 -0.77 1.12
O -7.22 0.26 2.30
H -4.53 -1.90 0.84
H -4.71 -0.74 2.14
H -3.49 -0.46 0.92
H -5.63 0.90 0.33
H -5.34 -0.34 -0.84
H -9.28 -1.66 1.72
H -9.33 -1.00 0.08
H -9.86 -0.05 1.41
C 1.81 -7.62 -5.84
C 0.69 -6.71 -5.46
O 0.99 -5.66 -4.53
C 1.56 -4.54 -4.94
C 2.07 -3.64 -3.83
O 1.56 -4.16 -6.09
H 2.40 -8.13 -5.08
H 2.62 -7.10 -6.37
H 1.46 -8.34 -6.59
H 0.24 -6.29 -6.36
H -0.17 -7.19 -4.99
H 3.08 -3.38 -4.15
H 2.18 -4.22 -2.92
H 1.52 -2.71 -3.72
C 2.68 -2.92 2.23
C 1.84 -4.07 1.73
O 2.76 -5.16 1.50
C 3.23 -5.27 0.26
C 4.16 -6.45 0.10
O 3.13 -4.44 -0.62
H 3.31 -2.56 1.41
H 3.27 -3.27 3.08
H 2.09 -2.05 2.51
H 1.09 -4.33 2.47
H 1.35 -3.72 0.83
H 4.95 -6.21 -0.61
H 3.70 -7.39 -0.18
H 4.59 -6.68 1.08
C 2.31 2.02 -2.37
C 2.35 1.54 -3.80
O 2.07 2.57 -4.76
C 1.85 2.17 -6.01
C 1.70 3.34 -6.95
O 1.76 1.03 -6.39
H 3.28 2.40 -2.03
H 2.12 1.23 -1.65
H 1.55 2.78 -2.20
H 3.31 1.08 -4.05
H 1.61 0.75 -3.90
H 2.68 3.69 -7.27
H 1.15 4.16 -6.48
H 1.27 2.98 -7.88
C 2.02 5.32 3.06
C 2.94 4.25 3.62
O 3.57 3.69 2.48
C 4.52 2.69 2.79
C 5.34 2.31 1.55
H 2.55 6.21 2.73
H 1.52 4.82 2.24
H 1.26 5.56 3.80
H 3.63 4.64 4.37
H 2.37 3.46 4.13
H 5.14 2.98 3.64
H 3.96 1.83 3.18
H 5.96 1.42 1.72
H 6.10 3.08 1.39
H 4.77 2.24 0.63
```

SMILES = O=C1OC[C@@H](F)O1.O=C1OC[C@@H](F)O1.CCOC(C)=O.CCOC(C)=O.CCOC(C)=O.CCOC(C)=O.CCOC(C)=O.CCOC(C)=O.CCOC(C)=O.CCOCC
DFT total energy = -89007.1078 eV
Lowest unoccupied orbital energy = 0.187 eV

The following is a quantum chemistry calculation of a cluster of 13 separate species, C38H72N6O7 in total at a distorted geometry, from OMol25.

```
123
C38H72N6O7 | OMol25 | ωB97M-V/def2-TZVPD
C -11.09 -21.65 -0.51
C -10.29 -20.37 -0.59
O -10.51 -19.71 -1.84
H -12.13 -21.45 -0.27
H -10.78 -22.17 0.39
H -11.00 -22.38 -1.31
H -9.22 -20.51 -0.49
H -10.75 -19.74 0.18
H -9.78 -19.11 -2.00
C -9.03 -13.65 3.36
C -7.66 -12.96 3.53
O -7.78 -11.73 2.86
H -9.18 -14.01 2.35
H -9.95 -13.09 3.55
H -9.06 -14.56 3.96
H -6.89 -13.57 3.06
H -7.39 -12.78 4.57
H -7.16 -11.08 3.19
C -7.93 -16.87 5.47
C -6.52 -16.50 5.07
O -6.02 -17.73 4.74
H -7.94 -17.54 6.33
H -8.44 -17.43 4.69
H -8.52 -16.00 5.77
H -5.92 -16.13 5.90
H -6.52 -15.80 4.24
H -6.31 -17.99 3.86
C -7.45 -20.79 3.88
C -7.58 -20.24 2.43
O -7.04 -18.91 2.30
H -7.65 -21.86 3.83
H -8.14 -20.27 4.55
H -6.42 -20.69 4.22
H -8.62 -20.30 2.09
H -7.04 -20.89 1.74
H -6.86 -18.73 1.38
C -12.26 -17.54 2.56
C -11.08 -17.64 3.42
O -11.49 -17.31 4.73
H -12.69 -16.54 2.49
H -12.92 -18.23 3.09
H -12.02 -17.96 1.58
H -10.32 -16.96 3.03
H -10.63 -18.63 3.27
H -12.07 -16.54 4.77
C -10.62 -21.83 6.48
C -11.25 -20.61 5.84
O -10.48 -19.46 6.09
H -11.07 -22.77 6.14
H -10.62 -21.78 7.57
H -9.55 -21.93 6.34
H -12.31 -20.57 6.09
H -11.18 -20.65 4.75
H -10.81 -18.72 5.59
C -13.08 -13.22 4.59
C -13.62 -14.24 5.58
O -13.58 -15.59 5.08
H -13.71 -13.31 3.70
H -12.02 -13.32 4.40
H -13.22 -12.22 5.01
H -14.67 -14.09 5.79
H -13.09 -14.27 6.53
H -14.11 -16.15 5.65
N -11.38 -16.60 10.00
C -10.85 -16.52 8.74
C -11.24 -15.35 8.08
C -12.03 -14.66 9.00
C -12.26 -15.48 10.12
H -11.27 -17.36 10.66
H -10.20 -17.27 8.33
H -10.91 -15.13 7.08
H -12.42 -13.66 8.85
H -12.87 -15.28 10.98
N -16.05 -18.94 0.54
C -16.42 -20.13 0.03
C -15.32 -20.70 -0.63
C -14.38 -19.67 -0.68
C -14.78 -18.64 0.14
H -16.69 -18.31 0.99
H -17.42 -20.45 0.27
H -15.27 -21.65 -1.14
H -13.44 -19.68 -1.22
H -14.27 -17.70 0.29
N -9.23 -14.54 -0.72
C -8.45 -15.32 0.13
C -9.22 -16.45 0.44
C -10.49 -16.32 -0.16
C -10.46 -15.18 -0.88
H -8.98 -13.68 -1.20
H -7.43 -15.05 0.35
H -8.96 -17.19 1.18
H -11.30 -17.04 -0.07
H -11.22 -14.63 -1.40
N -15.56 -13.52 0.06
C -15.17 -14.57 -0.79
C -13.92 -15.03 -0.43
C -13.51 -14.28 0.65
C -14.51 -13.34 0.95
H -16.32 -12.87 -0.05
H -15.81 -14.84 -1.61
H -13.36 -15.75 -1.02
H -12.54 -14.34 1.12
H -14.60 -12.48 1.59
N -14.17 -22.69 4.39
C -15.14 -21.70 4.50
C -14.91 -20.72 3.58
C -13.76 -21.10 2.87
C -13.35 -22.34 3.37
H -14.09 -23.46 5.03
H -15.95 -21.78 5.21
H -15.55 -19.86 3.45
H -13.38 -20.59 2.00
H -12.57 -23.03 3.07
N -16.32 -16.17 2.29
C -16.20 -17.11 3.24
C -17.49 -17.64 3.46
C -18.31 -17.09 2.50
C -17.60 -16.25 1.75
H -15.65 -15.54 1.87
H -15.25 -17.29 3.71
H -17.72 -18.32 4.27
H -19.35 -17.36 2.36
H -17.77 -15.52 0.98
```

Relative energy (zero: lowest compared OMol25 entry of this formula, charge and spin) = 0.000 eV
DFT total energy = -63842.1398 eV
Lowest unoccupied orbital energy = 0.498 eV

The following is a quantum chemistry calculation of a structure of composition C38H73Br4Cl2F7KMgNNaO5PS at a distorted geometry, from OMol25.

```
135
C38H73Br4Cl2F7KMgNNaO5PS | OMol25 | ωB97M-V/def2-TZVPD
C 4.90 -3.76 1.75
C 5.35 -3.82 0.27
C 6.14 -2.59 -0.16
C 7.59 -3.10 -0.17
C 8.72 -2.20 0.14
C 9.38 -1.52 -1.06
C 8.36 -0.88 -1.98
C 8.88 0.21 -2.87
C 9.02 1.58 -2.23
C 7.81 1.93 -1.39
C 7.43 3.40 -1.38
C 6.09 3.56 -0.69
C 6.17 3.95 0.79
C 5.26 3.11 1.66
C 3.79 3.54 1.58
C 2.91 2.47 0.94
C 3.06 1.10 1.57
C 1.94 0.08 1.32
P 1.24 0.14 -0.35
Br 3.52 -0.31 -1.23
C -0.50 0.63 0.24
Cl -1.18 -0.58 1.35
C -1.57 1.19 -0.70
C -1.08 1.92 -1.93
Cl -2.90 0.09 -1.13
C 0.72 -1.43 -1.38
F -0.49 -1.93 -1.13
F 1.57 -2.41 -1.04
C 0.88 -1.31 -2.95
F 1.18 -0.08 -3.36
F 1.88 -2.09 -3.37
C -0.35 -1.82 -3.73
F -0.06 -1.64 -5.07
F -0.52 -3.09 -3.60
F -1.43 -1.15 -3.53
H 5.62 -3.20 2.34
H 3.92 -3.31 1.78
H 4.83 -4.76 2.13
H 5.94 -4.69 0.04
H 4.42 -3.91 -0.30
H 5.88 -2.22 -1.14
H 5.97 -1.79 0.55
H 7.68 -3.83 0.62
H 7.74 -3.59 -1.12
H 9.45 -2.81 0.68
H 8.34 -1.42 0.80
H 9.94 -2.28 -1.59
H 10.12 -0.80 -0.70
H 7.51 -0.56 -1.39
H 7.99 -1.68 -2.61
H 8.16 0.31 -3.71
H 9.84 -0.10 -3.30
H 9.95 1.68 -1.68
H 9.08 2.31 -3.04
H 6.94 1.36 -1.69
H 8.02 1.67 -0.35
H 8.19 4.00 -0.90
H 7.35 3.73 -2.41
H 5.55 2.63 -0.79
H 5.50 4.32 -1.19
H 7.17 3.78 1.17
H 5.97 5.00 0.92
H 5.33 2.09 1.31
H 5.58 3.19 2.69
H 3.35 3.84 2.52
H 3.74 4.41 0.94
H 1.86 2.76 1.03
H 3.09 2.42 -0.13
H 4.03 0.66 1.41
H 3.03 1.28 2.64
H 1.19 0.25 2.07
H 2.36 -0.91 1.44
H 1.40 1.33 -1.02
H -0.30 1.45 0.92
H -2.10 1.93 -0.11
H -0.96 1.30 -2.80
H -0.20 2.51 -1.74
H -1.84 2.64 -2.19
C -3.11 5.31 0.59
Br -4.60 5.41 1.78
Br -1.76 4.11 1.27
Br -3.65 4.83 -1.18
H -2.66 6.29 0.54
C -6.70 -1.01 -1.57
S -6.72 0.63 -2.30
O -7.79 1.40 -1.61
C -7.37 0.13 -3.89
H -6.37 -0.91 -0.54
H -7.71 -1.43 -1.60
H -6.01 -1.64 -2.13
H -8.33 -0.36 -3.76
H -6.66 -0.54 -4.38
H -7.50 1.03 -4.50
Mg 9.48 -0.39 -5.00
C -13.37 -0.17 0.95
C -12.90 0.62 2.19
C -13.47 2.04 2.16
C -12.80 2.95 1.13
C -11.28 2.94 1.30
C -10.69 1.54 1.30
N -11.40 0.65 2.27
O -11.03 0.93 3.47
C -10.73 0.97 -0.12
C -9.21 1.61 1.65
C -13.47 -0.12 3.39
H -14.20 -0.82 1.20
H -13.71 0.48 0.14
H -12.58 -0.81 0.56
H -13.35 2.50 3.15
H -14.54 1.98 1.97
H -13.08 2.63 0.12
H -13.18 3.97 1.24
H -10.81 3.53 0.51
H -11.04 3.44 2.24
H -10.40 -0.07 -0.14
H -10.06 1.53 -0.76
H -11.71 1.02 -0.59
H -9.04 2.10 2.61
H -8.69 2.17 0.88
H -8.77 0.61 1.69
H -13.08 -1.13 3.45
H -14.55 -0.18 3.28
H -13.27 0.39 4.33
O 6.68 -9.59 3.57
C 7.00 -8.85 2.69
C 6.62 -7.03 3.55
O 6.90 -6.22 2.70
H 6.37 -8.71 1.79
H 8.06 -8.65 2.44
H 7.23 -7.09 4.47
H 5.56 -7.14 3.87
K 1.55 -1.48 -6.17
O 9.25 -4.08 2.22
H 8.55 -4.75 2.34
Na 9.73 -0.80 1.93
```

2S+1 = 2
Total charge = +1
DFT total energy = -422847.7129 eV
Lowest unoccupied orbital energy = -3.586 eV

Question: Which formula does entry 3 have?
Answer: C38H73Br4Cl2F7KMgNNaO5PS

Question: Look up the lowest unoccupied orbital energy of the second one.
Answer: 0.498 eV

Question: Look up the lowest unoccupied orbital energy of the first one.
Answer: 0.187 eV